Record 1
Density functional theory data (the ωB97M-V functional and the def2-TZVPD basis) for an isolated molecule of C4H9NO4S at a distorted geometry.

```
19
Properties=species:S:1:pos:R:3:forces:R:3:nbo_charge:R:1
O -2.519 -0.127 0.879 2.04 0.53 0.44 -0.9579
O -1.165 -1.529 2.283 1.69 3.33 -0.45 -0.9129
O 0.956 -0.103 -2.101 0.05 0.83 0.09 -0.5183
O -1.386 0.970 2.656 1.36 -1.51 2.31 -0.8405
N -0.010 0.140 0.545 -0.68 1.52 2.01 -0.6470
C 0.746 1.211 -1.565 -0.05 -0.53 1.86 -0.0678
C 1.396 -1.048 -1.136 -2.81 1.41 0.91 -0.0650
C -0.384 1.184 -0.452 1.67 -2.05 -2.16 -0.2479
C 0.435 -1.120 0.077 1.35 -0.95 -1.33 -0.2593
S -1.250 -0.195 1.622 -5.30 -3.46 -2.61 2.4013
H -1.371 0.366 3.478 -0.05 1.76 -0.74 0.5231
H 0.463 1.918 -2.322 -0.46 -0.21 -0.73 0.2014
H 1.659 1.651 -1.158 0.33 -0.41 0.24 0.1649
H 1.159 -1.990 -1.485 0.22 -1.97 -1.66 0.1954
H 2.407 -1.022 -0.900 2.00 0.71 0.48 0.1714
H -0.411 2.093 0.063 -0.39 1.45 0.52 0.2162
H -1.265 0.943 -1.054 -0.37 -0.02 0.79 0.2198
H -0.412 -1.681 -0.305 -0.26 -0.43 0.17 0.1904
H 0.953 -1.664 0.875 -0.35 0.00 -0.15 0.2325
```
Forces are in eV/Å.

Properties
Energy relative to the best compared isomer or geometry (same formula, charge and spin): 326.2 kJ/mol
E_LUMO: 0.4 eV
Kohn-Sham gap: 10.469 eV
HOMO energy: -10.026 eV
SMILES: O=S(=O)(O)N1CCOCC1
Spin multiplicity: 1

***

Record 2
Density functional theory data (the ωB97M-V functional and the def2-TZVPD basis) for a structure of composition C4H9NO6P2 at a distorted geometry.

```
22
Properties=species:S:1:pos:R:3:forces:R:3:nbo_charge:R:1
C -2.156 -1.656 -0.111 1.40 0.23 -0.41 -0.2450
C -0.866 -0.786 -1.441 2.45 0.34 -0.78 -0.2668
C -0.784 -0.816 0.032 -0.81 -2.49 2.19 -0.5664
C 1.557 2.009 -1.013 1.70 -1.21 1.97 0.0956
N -2.216 -1.213 -1.584 -1.22 -2.20 1.04 -0.6628
O 0.165 -1.875 2.411 -0.94 -2.26 -0.70 -1.0315
O 0.823 3.862 1.065 -1.09 0.09 -0.07 -1.1691
O 3.269 3.626 0.396 0.03 -0.67 -0.08 -1.1637
O 0.277 -3.390 0.376 -0.38 -0.65 -0.34 -1.2064
O 2.079 1.677 1.658 0.20 1.02 -0.88 -1.0170
O 1.154 2.469 -2.020 -1.44 1.75 -2.24 -0.5654
P 0.666 -1.996 0.783 0.02 1.25 -0.42 1.2514
P 1.930 3.002 0.610 0.76 -0.96 0.30 2.2353
H -1.995 -2.763 -0.089 -0.07 0.96 0.29 0.2170
H -2.895 -1.307 0.591 -0.78 -0.07 -0.11 0.1693
H -0.620 0.215 -1.827 0.33 -0.71 -0.84 0.1938
H -0.263 -1.704 -1.697 0.18 1.35 -0.92 0.1930
H -0.925 0.125 0.573 -0.01 0.03 -0.06 0.1805
H 1.922 0.944 -1.137 -0.07 0.19 0.98 0.1042
H 0.415 -1.017 2.624 0.74 2.55 1.09 0.4508
H -2.864 -0.498 -1.725 -0.97 1.53 -0.02 0.3281
H 1.326 1.091 1.527 -0.05 -0.08 0.00 0.4751
```
Forces are in eV/Å.

Properties
Total charge: -2
E_LUMO: 6.0 eV
Kohn-Sham gap: 6.475 eV
HOMO energy: -0.449 eV
Spin multiplicity: 1

***

Record 3
Density functional theory data (the ωB97M-V functional and the def2-TZVPD basis) for a structure of composition C4H9NO6PS3 at a distorted geometry.

```
24
Properties=species:S:1:pos:R:3:forces:R:3:nbo_charge:R:1
C 3.347 -1.053 0.566 -0.39 0.44 -0.16 -0.7400
C 3.354 -0.231 -0.700 1.61 0.15 -0.95 0.8056
O 4.390 -0.070 -1.326 -1.46 -0.28 0.61 -0.5762
O 2.181 0.261 -1.148 0.51 0.19 0.18 -0.5136
C 1.450 1.042 -0.176 -0.46 -0.55 -0.15 -0.0754
C 0.055 0.460 0.000 -0.05 0.22 -0.11 -0.7263
S -1.239 1.689 -0.255 -0.13 1.43 -0.05 2.3065
O -0.610 2.942 0.089 0.12 0.12 0.55 -0.9908
O -1.666 1.599 -1.621 -0.22 -0.63 -0.28 -0.9554
N -2.379 1.425 0.841 0.24 -1.31 -0.63 -1.1923
S -3.464 0.266 0.610 -0.39 1.02 1.35 2.0535
O -4.543 0.609 -0.265 0.11 0.02 -0.80 -0.9318
O -3.893 -0.185 1.917 0.35 -0.32 0.33 -0.9829
P -2.672 -1.604 -0.211 -0.20 -0.43 -1.55 0.5285
S -2.671 -1.811 -2.145 0.24 0.02 0.13 -0.5770
H 3.903 -0.530 1.328 0.23 0.15 0.28 0.2357
H 2.345 -1.239 0.926 -0.20 -0.17 0.09 0.2177
H 3.859 -1.974 0.349 0.16 -0.38 -0.05 0.2443
H 1.434 2.057 -0.533 -0.07 0.30 -0.11 0.2372
H 1.948 1.010 0.782 0.34 0.16 0.22 0.1772
H -0.067 0.065 0.997 -0.12 -0.17 0.28 0.2295
H -0.087 -0.309 -0.744 -0.14 -0.31 -0.21 0.2576
H -3.551 -2.543 0.345 0.07 0.25 0.58 -0.0017
H -1.424 -1.875 0.374 -0.16 0.12 0.43 -0.0299
```
Forces are in eV/Å.

Properties
Total charge: -1
E_LUMO: 2.7 eV
Kohn-Sham gap: 8.389 eV
HOMO energy: -5.723 eV
Spin multiplicity: 1

***

Record 4
Density functional theory data (the ωB97M-V functional and the def2-TZVPD basis) for the ion C4H9NOS with charge -1 at a distorted geometry.

```
16
Properties=species:S:1:pos:R:3:forces:R:3:nbo_charge:R:1
C -0.777 -0.544 1.337 -0.66 0.37 -0.52 -0.6364
C -0.309 0.080 -0.008 0.87 0.47 1.64 -0.0813
C 0.040 -0.960 -1.045 -0.46 -0.57 -0.74 -0.5445
S -1.220 -2.130 -1.607 -0.35 0.12 0.08 0.0243
N 0.914 0.847 0.229 0.71 0.21 -0.14 -0.7308
C 0.975 2.355 0.728 -1.13 0.11 -1.03 0.1771
O 1.618 2.592 1.828 0.33 -0.62 0.32 -0.9047
H -1.643 0.030 1.674 -0.15 -0.35 0.18 0.2075
H -0.017 -0.393 2.092 0.24 -0.08 0.06 0.2195
H -1.017 -1.607 1.259 -0.23 0.05 0.03 0.1878
H -1.076 0.751 -0.418 0.10 -0.08 0.08 0.1841
H 0.413 -0.471 -1.951 0.41 -0.18 0.29 0.2351
H 0.751 -1.700 -0.650 0.45 0.45 -0.07 0.2291
H 1.485 0.415 0.950 -0.12 -0.25 -0.09 0.3466
H 1.410 2.811 -0.195 -0.11 0.35 0.13 0.0590
H -0.126 2.638 0.766 0.09 0.00 -0.22 0.0276
```
Forces are in eV/Å.

Properties
Total charge: -1
Energy relative to the best compared isomer or geometry (same formula, charge and spin): 133.4 kJ/mol
⟨S²⟩: 0.753
E_LUMO (spin up / spin down): 3.0 / 1.1 eV
Kohn-Sham gap (spin up / spin down): 5.653 / 3.672 eV
HOMO energy (spin up / spin down): -2.619 / -2.618 eV
Spin multiplicity: 2

***

Record 5
Density functional theory data (the ωB97M-V functional and the def2-TZVPD basis) for a cluster of 2 separate species, C4H9NOS in total at a distorted geometry.

```
16
Properties=species:S:1:pos:R:3:forces:R:3:nbo_charge:R:1
C -0.596 -1.847 0.389 0.71 1.09 2.00 -0.4426
N 0.319 -1.460 -0.739 -0.45 2.41 -1.10 -0.6333
C 0.481 0.018 -0.746 -2.71 -2.52 -0.58 0.3495
C -0.521 1.075 -1.081 -2.25 -2.80 0.50 -0.6492
S -2.375 0.484 -1.216 2.71 0.97 0.32 -0.2708
C 1.726 0.411 -0.208 3.09 2.78 1.72 0.2684
O 1.987 1.583 0.176 -0.69 -3.08 -0.92 -0.4665
H -0.665 -2.942 0.502 -0.01 0.50 -0.46 0.2192
H -1.547 -1.309 0.148 0.43 -0.89 0.80 0.2425
H -0.146 -1.469 1.431 -0.96 -0.59 -2.31 0.1963
H -0.196 -1.746 -1.610 0.26 0.67 0.92 0.3841
H -0.277 1.762 2.775 -0.14 -0.24 0.05 -0.0086
H -0.398 1.643 -1.965 0.54 0.53 -1.09 0.2995
H -0.346 1.796 -0.261 0.00 -0.04 0.06 0.3335
H 0.042 2.411 2.646 0.13 0.22 -0.06 0.0085
H 2.513 -0.411 -0.242 -0.68 0.97 0.15 0.1695
```
Forces are in eV/Å.

Properties
Energy relative to the best compared isomer or geometry (same formula, charge and spin): 648.1 kJ/mol
E_LUMO: -3.4 eV
Kohn-Sham gap: 4.870 eV
HOMO energy: -8.243 eV
Spin multiplicity: 1

***

Record 6
Density functional theory data (the ωB97M-V functional and the def2-TZVPD basis) for a cluster of 2 separate species, C4H9NOS in total at a distorted geometry.

```
16
Properties=species:S:1:pos:R:3:forces:R:3:nbo_charge:R:1
C -0.837 -1.142 1.366 -2.53 -0.91 0.44 -0.4354
N -0.869 0.329 1.243 1.99 0.73 -3.11 -0.5720
C -0.303 0.711 -0.021 0.91 -1.34 4.01 0.3966
C 1.100 1.099 -0.004 0.41 0.92 0.17 -0.6684
S 2.227 0.032 1.041 -1.06 0.73 -0.78 -0.3636
C -1.098 0.708 -1.227 -1.46 0.14 -1.37 0.3003
O -0.617 0.893 -2.322 -0.03 -0.21 0.47 -0.4209
H -1.616 -1.391 2.111 0.78 -0.08 0.11 0.2106
H 0.167 -1.510 1.601 -0.11 0.24 -0.09 0.2496
H -1.249 -1.640 0.475 0.54 0.29 -0.09 0.2026
H -0.126 0.634 1.885 -0.31 0.02 0.24 0.3930
H 1.232 -1.628 -2.313 0.02 0.02 -0.02 -0.0082
H 1.021 2.135 0.459 0.53 -0.63 -0.40 0.2832
H 1.464 1.201 -1.039 -0.18 0.23 0.36 0.2767
H 1.709 -1.078 -2.166 -0.02 -0.06 0.03 0.0072
H -2.207 0.647 -1.088 0.52 -0.09 0.03 0.1486
```
Forces are in eV/Å.

Properties
Energy relative to the best compared isomer or geometry (same formula, charge and spin): 538.6 kJ/mol
E_LUMO: -2.9 eV
Kohn-Sham gap: 5.063 eV
HOMO energy: -7.999 eV
Spin multiplicity: 1

***

Record 7
Density functional theory data (the ωB97M-V functional and the def2-TZVPD basis) for a cluster of 2 separate species, C4H9NOS in total at a distorted geometry.

```
16
Properties=species:S:1:pos:R:3:forces:R:3:nbo_charge:R:1
C 0.204 0.006 -0.776 -1.09 0.36 2.73 0.3712
C -1.772 1.420 -1.316 0.69 -1.11 -2.62 -0.4160
C -0.476 -0.254 1.865 -2.61 -0.04 0.98 -0.2422
C 2.260 -1.744 -0.959 -2.06 -1.54 0.04 -0.7241
N -0.733 0.737 -0.700 1.11 -2.00 0.52 -0.4069
O 0.403 -0.929 1.106 1.30 1.09 -2.71 -0.7143
S 1.515 -0.327 -1.765 0.30 -0.22 0.03 0.3326
H -2.095 0.916 -2.289 1.14 1.24 0.50 0.2029
H -1.457 2.426 -1.267 -0.21 1.44 -0.98 0.2244
H -2.646 1.318 -0.815 -2.55 -0.10 2.31 0.2118
H -1.546 -0.318 1.441 0.81 -0.38 0.63 0.1182
H -0.462 0.854 2.043 1.13 -0.33 -0.35 0.1340
H -0.454 -0.727 2.893 -0.35 0.44 -0.86 0.1833
H 2.995 -1.980 -1.700 0.53 -0.76 -0.27 0.2180
H 1.442 -2.580 -0.819 1.91 1.66 -0.32 0.2557
H 2.728 -1.507 -0.021 -0.06 0.24 0.35 0.2515
```
Forces are in eV/Å.

Properties
Energy relative to the best compared isomer or geometry (same formula, charge and spin): 485.0 kJ/mol
E_LUMO: 0.3 eV
Kohn-Sham gap: 8.563 eV
HOMO energy: -8.228 eV
Spin multiplicity: 1

***

Record 8
Density functional theory data (the ωB97M-V functional and the def2-TZVPD basis) for a cluster of 2 separate species, C4H9NOS in total at a distorted geometry.

```
16
Properties=species:S:1:pos:R:3:forces:R:3:nbo_charge:R:1
C 0.036 -1.624 -1.546 -0.12 1.33 2.25 0.6742
C 2.101 0.058 0.612 0.71 -1.91 -0.86 -0.6836
C -1.383 1.759 1.109 -1.84 -0.04 -3.15 -0.7484
C 0.731 0.315 0.154 0.56 -0.90 0.42 -0.3786
N -1.211 -1.775 -1.180 -3.59 -0.88 -0.59 -0.8811
O 0.756 -1.762 -2.464 0.28 -0.64 -1.15 -0.5403
S -0.623 0.094 1.166 -0.33 1.09 0.89 0.2240
H 2.587 -0.752 0.003 -0.74 0.02 0.49 0.2266
H 2.889 0.765 0.449 -0.07 1.43 0.27 0.2252
H 2.038 -0.270 1.622 0.53 -0.16 0.94 0.2169
H -1.923 1.897 0.044 1.58 -0.19 2.02 0.2069
H -0.738 2.617 1.285 0.19 -0.35 0.15 0.2275
H -2.261 1.773 1.730 -0.08 -0.06 0.83 0.2254
H 0.619 0.452 -0.861 -0.65 1.04 -2.03 0.1890
H -1.641 -1.378 -0.276 1.68 -0.56 -1.67 0.4353
H -1.976 -2.168 -1.848 1.90 0.77 1.20 0.3813
```
Forces are in eV/Å.

Properties
Energy relative to the best compared isomer or geometry (same formula, charge and spin): 430.6 kJ/mol
E_LUMO (spin up / spin down): 0.0 / 0.3 eV
Kohn-Sham gap (spin up / spin down): 7.232 / 7.798 eV
HOMO energy (spin up / spin down): -7.262 / -7.519 eV
Spin multiplicity: 1

***

Record 9
Density functional theory data (the ωB97M-V functional and the def2-TZVPD basis) for a cluster of 3 separate species, C4H9NOS in total at a distorted geometry.

```
16
Properties=species:S:1:pos:R:3:forces:R:3:nbo_charge:R:1
O -0.760 0.404 2.337 0.18 0.08 0.29 -0.4279
C -1.224 -0.305 1.485 0.08 0.42 0.33 0.3096
C -0.966 -1.735 1.369 0.35 -1.38 -1.86 0.1752
C 0.729 2.859 -0.018 0.19 0.26 -0.51 -0.4114
C 1.183 2.140 -1.054 -0.39 0.39 -0.12 -0.3802
S 0.880 -1.437 -2.052 -0.84 -0.11 0.68 -0.5880
N -1.287 -2.292 0.181 -0.61 -0.69 1.62 -0.7598
H -1.969 0.030 0.755 0.08 0.23 -0.27 0.1491
H -0.461 -2.444 2.020 -0.51 0.68 1.16 0.2079
H 0.542 2.465 0.968 -1.18 -0.37 -0.16 0.1972
H 0.544 3.924 -0.182 1.18 0.06 0.62 0.1901
H 1.847 2.619 -1.764 -0.81 0.37 -0.70 0.1837
H 0.839 1.152 -1.339 1.02 -0.57 0.92 0.2149
H 2.062 -1.743 -2.604 0.03 -0.32 0.20 0.1265
H -1.518 -3.275 0.362 0.53 0.01 -0.30 0.3883
H -0.441 -2.363 -0.465 0.69 0.93 -1.88 0.4247
```
Forces are in eV/Å.

Properties
Energy relative to the best compared isomer or geometry (same formula, charge and spin): 699.4 kJ/mol
E_LUMO: -3.7 eV
Kohn-Sham gap: 4.430 eV
HOMO energy: -8.103 eV
Spin multiplicity: 1

***

Record 10
Density functional theory data (the ωB97M-V functional and the def2-TZVPD basis) for an isolated molecule of C4H9NOS at a distorted geometry.

```
16
Properties=species:S:1:pos:R:3:forces:R:3:nbo_charge:R:1
O 2.595 0.898 -0.894 -0.02 -0.35 -0.25 -0.5973
C 2.423 0.403 0.196 0.33 0.67 0.08 0.5264
N 1.203 0.234 0.759 -1.28 -0.14 0.29 -0.6211
C -0.009 0.114 -0.082 0.66 -0.28 -0.11 -0.1063
C -1.283 0.393 0.704 -1.69 0.26 -0.18 -0.3888
S -2.429 1.169 -0.639 1.98 1.04 -2.55 -0.2775
C -0.042 -1.278 -0.701 -0.53 -0.31 0.19 -0.6219
H 3.286 0.122 0.828 -0.28 -0.03 0.17 0.1172
H 1.090 -0.149 1.684 0.55 -0.17 0.00 0.3907
H 0.069 0.893 -0.840 0.14 -0.12 -0.21 0.2551
H -1.122 1.169 1.441 -0.20 -0.27 0.39 0.2336
H -1.856 -0.489 0.976 0.55 -0.03 0.76 0.2294
H -3.727 1.473 -0.935 -0.19 -0.86 1.96 0.2034
H 0.814 -1.519 -1.323 -0.05 0.46 -0.44 0.2301
H -0.015 -2.077 0.054 -0.24 0.39 0.23 0.1994
H -0.996 -1.356 -1.227 0.27 -0.26 -0.34 0.2275
```
Forces are in eV/Å.

Properties
Energy relative to the best compared isomer or geometry (same formula, charge and spin): 214.9 kJ/mol
E_LUMO: 0.1 eV
Kohn-Sham gap: 9.307 eV
HOMO energy: -9.203 eV
SMILES: C[C@@H](CS)NC=O
Spin multiplicity: 1